Model a:
{
  "formula": "C31H53BrNO3P3Sn",
  "method": "ωB97M-V with the def2-TZVPD basis set",
  "spin_multiplicity": 1,
  "orbital_gap_ev": [4.3227, 4.3217],
  "homo_ev": [-13.094, -13.094],
  "charge": 2,
  "species": ["C", "C", "C", "C", "N", "C", "C", "C", "C", "C", "C", "C", "C", "C", "Sn", "P", "H", "H", "H", "H", "H", "H", "H", "H", "C", "C", "H", "H", "H", "H", "H", "C", "C", "H", "H", "H", "H", "H", "C", "C", "H", "H", "H", "H", "H", "Br", "P", "C", "C", "H", "H", "H", "H", "H", "C", "C", "H", "H", "H", "H", "H", "C", "C", "H", "H", "H", "H", "H", "C", "C", "O", "P", "O", "C", "C", "O", "C", "C", "H", "H", "H", "H", "H", "H", "H", "H", "H", "H", "H", "H", "H", "H", "H"],
  "positions_angstrom": [[0.067, 7.058, -4.212], [-0.094, 5.683, -4.496], [-0.415, 5.347, -5.823], [-0.588, 6.350, -6.778], [-0.443, 7.632, -6.464], [-0.122, 8.003, -5.228], [0.032, 4.635, -3.513], [0.108, 3.848, -2.582], [-0.036, 3.106, -1.396], [1.045, 3.028, -0.505], [0.923, 2.140, 0.546], [-0.207, 1.378, 0.719], [-1.349, 1.543, -0.096], [-1.243, 2.434, -1.182], [0.172, -0.712, -0.601], [2.817, -1.384, 0.156], [-0.538, 4.317, -6.107], [0.326, 7.399, -3.224], [-0.850, 6.096, -7.812], [-0.013, 9.077, -5.032], [-2.068, 2.592, -1.908], [1.950, 3.651, -0.653], [-2.235, 0.911, -0.041], [1.823, 1.943, 1.158], [3.263, -2.962, 1.011], [4.352, -3.827, 0.363], [2.320, -3.530, 1.102], [3.557, -2.678, 2.036], [4.529, -4.693, 1.018], [4.047, -4.221, -0.618], [5.310, -3.297, 0.245], [3.164, -1.573, -1.647], [3.889, -0.415, -2.334], [2.194, -1.720, -2.157], [3.711, -2.519, -1.762], [3.740, -0.514, -3.421], [3.516, 0.579, -2.036], [4.973, -0.440, -2.143], [3.980, -0.128, 0.813], [5.442, -0.564, 0.868], [3.615, 0.093, 1.830], [3.844, 0.792, 0.220], [6.039, 0.304, 1.178], [5.607, -1.362, 1.606], [5.822, -0.896, -0.108], [0.987, -0.228, 2.157], [-1.925, -3.198, -2.242], [-0.105, -3.451, -2.344], [0.284, -4.930, -2.531], [0.371, -3.076, -1.407], [0.250, -2.856, -3.206], [1.365, -4.992, -2.721], [0.071, -5.513, -1.623], [-0.246, -5.393, -3.378], [-2.413, -3.095, -0.459], [-3.880, -3.541, -0.277], [-2.274, -2.057, -0.099], [-1.749, -3.776, 0.101], [-4.152, -3.501, 0.788], [-4.584, -2.891, -0.825], [-4.037, -4.574, -0.628], [-2.235, -1.509, -2.907], [-2.439, -1.532, -4.432], [-1.391, -0.854, -2.618], [-3.158, -1.152, -2.418], [-2.797, -0.551, -4.763], [-1.508, -1.740, -4.976], [-3.189, -2.279, -4.728], [0.136, 3.070, 4.985], [-0.615, 2.266, 3.951], [-1.895, 1.921, 4.512], [-3.038, 1.053, 3.652], [-3.914, 0.502, 4.922], [-3.391, 0.262, 6.249], [-2.227, -0.682, 6.388], [-2.214, -0.300, 3.179], [-2.941, -1.541, 3.023], [-1.929, -2.649, 3.119], [-0.357, 4.034, 5.142], [1.156, 3.240, 4.639], [0.177, 2.548, 5.952], [-0.739, 2.817, 3.007], [-0.051, 1.350, 3.708], [-3.133, 1.222, 6.700], [-4.258, -0.157, 6.766], [-1.294, -0.286, 5.974], [-2.053, -0.847, 7.457], [-2.432, -1.664, 5.955], [-3.722, -1.656, 3.792], [-3.435, -1.521, 2.041], [-1.267, -2.658, 2.241], [-2.463, -3.604, 3.164], [-1.322, -2.538, 4.027]]
}

Model b:
{
  "formula": "C31H53BrNO3P3Sn",
  "method": "ωB97M-V with the def2-TZVPD basis set",
  "spin_multiplicity": 1,
  "orbital_gap_ev": [4.5830, 3.1185],
  "homo_ev": [-12.606, -12.606],
  "charge": 2,
  "species": ["C", "C", "C", "C", "N", "C", "C", "C", "C", "C", "C", "C", "C", "C", "Sn", "P", "H", "H", "H", "H", "H", "H", "H", "H", "C", "C", "H", "H", "H", "H", "H", "C", "C", "H", "H", "H", "H", "H", "C", "C", "H", "H", "H", "H", "H", "Br", "P", "C", "C", "H", "H", "H", "H", "H", "C", "C", "H", "H", "H", "H", "H", "C", "C", "H", "H", "H", "H", "H", "C", "C", "O", "P", "O", "C", "C", "O", "C", "C", "H", "H", "H", "H", "H", "H", "H", "H", "H", "H", "H", "H", "H", "H", "H"],
  "positions_angstrom": [[7.088, -1.734, 0.531], [6.560, -1.019, -0.567], [7.484, -0.592, -1.551], [8.847, -0.848, -1.366], [9.318, -1.500, -0.310], [8.472, -1.942, 0.615], [5.161, -0.697, -0.689], [4.000, -0.723, -0.123], [2.881, -0.736, 0.741], [2.200, -1.934, 1.072], [0.838, -1.888, 1.376], [0.168, -0.650, 1.452], [0.928, 0.534, 1.457], [2.286, 0.481, 1.147], [3.595, 0.315, -2.061], [-1.339, -2.085, -1.852], [7.147, -0.051, -2.435], [6.442, -2.111, 1.322], [9.572, -0.503, -2.105], [8.898, -2.480, 1.461], [2.906, 1.382, 1.180], [2.731, -2.882, 1.029], [0.454, 1.483, 1.714], [0.283, -2.807, 1.530], [-3.182, -1.984, -2.097], [-3.814, -2.733, -3.270], [-3.377, -0.902, -2.186], [-3.632, -2.311, -1.145], [-4.907, -2.664, -3.183], [-3.538, -2.297, -4.238], [-3.561, -3.801, -3.280], [-0.652, -2.647, -3.460], [0.709, -3.335, -3.355], [-0.556, -1.726, -4.054], [-1.388, -3.281, -3.962], [1.265, -3.186, -4.286], [1.323, -2.938, -2.537], [0.605, -4.419, -3.212], [-1.249, -3.624, -0.832], [-1.871, -4.895, -1.405], [-1.731, -3.355, 0.121], [-0.183, -3.784, -0.613], [-1.600, -5.738, -0.757], [-2.966, -4.852, -1.427], [-1.509, -5.137, -2.412], [-1.707, -0.653, 1.345], [-0.227, 2.959, -2.881], [-0.812, 1.381, -3.614], [-1.837, 1.631, -4.730], [-1.246, 0.777, -2.802], [0.073, 0.858, -4.006], [-2.043, 0.704, -5.275], [-2.793, 2.004, -4.342], [-1.469, 2.366, -5.456], [-1.318, 3.110, -1.394], [-1.596, 4.569, -1.016], [-0.837, 2.561, -0.570], [-2.265, 2.602, -1.637], [-2.211, 4.610, -0.108], [-0.669, 5.127, -0.823], [-2.144, 5.087, -1.815], [1.442, 2.708, -2.187], [2.472, 3.103, -3.253], [1.545, 1.659, -1.835], [1.521, 3.370, -1.312], [3.489, 3.084, -2.849], [2.448, 2.419, -4.112], [2.272, 4.110, -3.637], [-0.979, -1.669, 5.549], [-0.727, -0.493, 4.636], [-1.254, 0.691, 5.262], [-1.124, 2.200, 4.550], [-2.213, 3.013, 5.441], [-3.383, 2.450, 6.094], [-4.327, 1.691, 5.211], [-1.970, 1.945, 3.146], [-2.559, 3.051, 2.413], [-3.595, 2.486, 1.479], [-0.424, -1.544, 6.484], [-0.628, -2.581, 5.054], [-2.047, -1.778, 5.763], [0.347, -0.375, 4.421], [-1.238, -0.664, 3.674], [-3.033, 1.822, 6.918], [-3.881, 3.330, 6.514], [-3.903, 0.740, 4.871], [-5.211, 1.448, 5.808], [-4.668, 2.287, 4.359], [-3.019, 3.765, 3.116], [-1.765, 3.571, 1.854], [-3.133, 1.895, 0.679], [-4.145, 3.315, 1.020], [-4.313, 1.852, 2.012]]
}

Stability summary: most stable model b, least stable model a.